Here is a molecular structure, C28H23MgN2O4P2S at a distorted geometry from OMol25. Energies are from wB97M-V/def2-TZVPD.

```
61
Properties=species:S:1:pos:R:3:lowdin_charge:R:1
Mg 4.641 0.430 -0.571 0.54
O 3.853 2.220 2.743 0.06
C 4.159 1.873 1.630 -0.56
O 4.620 0.712 1.261 -0.13
C 3.884 2.820 0.377 -0.54
O 3.521 3.968 0.522 0.05
O 3.953 2.233 -0.815 -0.17
C -1.720 -0.802 1.079 -0.14
N -1.450 0.387 0.281 -0.57
P -1.946 0.588 -1.376 0.99
C -3.449 -0.491 -1.487 -0.38
C -3.721 -1.483 -2.424 -0.06
C -5.100 -1.957 -2.445 -0.08
C -6.043 -1.452 -1.556 -0.11
C -5.714 -0.449 -0.644 -0.10
C -4.445 0.028 -0.597 -0.13
C -0.888 -0.532 -2.381 -0.39
C -0.236 0.092 -3.487 -0.12
C 0.745 -0.582 -4.153 -0.09
C 1.142 -1.864 -3.726 -0.09
C 0.436 -2.507 -2.758 -0.12
C -0.537 -1.873 -2.044 -0.12
P -0.121 1.378 0.616 1.00
C -0.499 1.964 2.266 -0.39
C -1.807 2.342 2.528 -0.12
C -2.178 2.982 3.735 -0.09
C -1.160 3.461 4.523 -0.11
C 0.170 3.149 4.256 -0.07
C 0.519 2.337 3.168 -0.07
C 1.119 0.061 0.816 -0.36
C 1.739 -0.314 -0.401 -0.08
C 2.768 -1.329 -0.359 -0.12
C 3.059 -2.040 0.873 -0.06
C 2.413 -1.581 1.982 -0.09
C 1.516 -0.517 1.987 -0.09
H -2.642 -1.355 0.816 0.08
H -1.689 -0.430 2.083 0.06
H -0.861 -1.515 0.842 0.08
H -2.833 -1.990 -2.927 0.11
H -5.511 -2.766 -3.068 0.10
H -7.028 -1.899 -1.601 0.09
H -6.507 -0.023 -0.064 0.10
H -4.236 0.796 0.084 0.07
H -0.453 1.115 -3.875 0.11
H 1.275 -0.095 -4.953 0.10
H 1.978 -2.346 -4.228 0.11
H 0.749 -3.559 -2.586 0.12
H -1.033 -2.363 -1.190 0.11
H -2.639 2.164 1.844 0.09
H -3.242 3.312 3.845 0.11
H -1.422 4.079 5.330 0.08
H 1.038 3.570 4.779 0.11
H 1.593 2.120 3.079 0.09
H 1.568 0.100 -1.405 0.11
H 3.229 -1.710 -1.259 0.07
H 3.783 -2.833 0.944 0.11
H 2.672 -2.069 2.969 0.13
H 1.134 -0.195 2.958 0.11
S 5.738 -0.417 -2.527 0.54
C 6.010 -1.925 -1.821 -0.91
N 6.082 -3.020 -1.483 0.03
```

The orbital gap is 0.294 Ha. As for the spin multiplicity: 1. As for the total charge: -1. The highest occupied orbital energy is -5.7 eV.